The following is a quantum chemistry calculation of 2 unconnected molecules or ions with the total composition C3H6NO3P, from the OMol25 dataset.

CARTESIAN COORDINATES (ANGSTROEM)
N -4.43881 0.80573 -0.97858
H 0.77537 -0.17460 -2.66957
O -0.49171 -1.05316 -1.36968
C 0.15067 0.15032 -1.82088
P -1.00963 -1.30923 0.08549
C -3.51626 0.77642 -0.28588
H -0.46609 0.92658 -2.17243
O -2.52325 0.66538 0.38989
H -0.12566 0.38420 1.43455
C 0.25111 -0.65436 1.30119
O -1.61878 -2.61737 0.30544
H 0.75519 0.44959 -0.95793
H 1.19610 -0.75602 0.85631
H 0.09071 -1.23582 2.21506

Output
2S+1	1
largest force on an atom	5.42	eV/Å
HOMO-LUMO gap	0.2737	hartree
relative energy (zero: lowest compared OMol25 entry of this formula, charge and spin)	125.9	kJ/mol

---

The following is a quantum chemistry calculation of 3 unconnected molecules or ions with the total composition C4H8O2, from the OMol25 dataset.

CARTESIAN COORDINATES (ANGSTROEM)
O -1.45856 0.39282 -2.61875
C -1.15526 -0.48372 -1.95812
H 0.66666 -0.91778 2.50877
C 0.50704 0.31120 0.76713
H 1.35178 0.98721 0.64698
H 1.70055 -1.45189 1.18251
H -0.03760 -1.75145 1.11238
H -1.58264 0.13178 0.53326
C -0.69159 0.74462 0.39020
H 1.27721 -0.40542 -1.06375
H -1.69468 2.02628 -0.63155
H 1.08895 -0.75956 -1.69273
O -0.87489 1.99635 -0.12489
C 0.72127 -1.02316 1.42124

Output
2S+1	1
largest force on an atom	1.55	eV/Å
HOMO-LUMO gap	0.3530	hartree
relative energy (zero: lowest compared OMol25 entry of this formula, charge and spin)	286.9	kJ/mol

---

The following is a quantum chemistry calculation of 6 unconnected molecules or ions with the total composition C43H74ClF2N4O21P, from the OMol25 dataset.

CARTESIAN COORDINATES (ANGSTROEM)
H -2.45061 -2.72842 3.50630
H -3.01795 -4.93506 2.74894
C 2.83766 1.68866 -1.85170
H 0.39055 2.70918 -1.69599
H -8.78896 1.18860 0.08042
H 1.30770 3.39579 0.83836
O -5.62325 2.22827 0.03686
O 6.04678 -4.31882 7.06733
O 0.97336 -0.81899 2.75716
H 3.43608 -0.67023 -0.84876
H 6.35322 -2.91751 -4.97963
P -5.37496 0.66337 0.20851
H 8.79074 -2.93092 -3.34702
C -11.67558 4.19742 1.10746
H 3.04757 3.56648 -2.82526
H -9.54054 1.31788 1.68614
H -6.50582 8.97309 -0.07505
H 2.04831 2.42917 -3.70430
H 9.95459 -4.14178 -3.89634
O -5.01774 0.46571 1.75389
F 3.39122 -3.37710 3.00435
H -10.95246 2.33481 -0.81232
H 2.96001 2.02302 -0.82261
O 0.07734 5.23172 2.46129
C 1.39722 4.49629 -0.99295
H -1.54829 -3.16343 -0.95554
H 8.69260 -4.60715 -2.76777
N -1.68987 0.85701 -0.17780
H -5.08611 5.62099 -0.17900
H -1.68981 1.26570 -1.10656
C 7.35426 -4.54340 6.78894
H -6.11208 2.53397 0.81066
H 4.08325 -2.10506 5.46540
C -1.64602 -3.36815 3.17496
C 2.35961 -0.58112 -0.79296
O -10.66264 4.78222 0.41389
H -3.77694 0.95063 -1.53842
H -0.46924 -3.69467 1.40786
H 1.71820 5.73789 1.40110
O -4.65983 9.37150 -0.94132
H 0.30823 -1.62536 -3.42800
H -4.89243 8.14413 1.51042
H 4.85528 -1.83673 0.60314
O -3.55629 7.68837 0.01613
H 0.50810 3.99771 -2.88158
C 1.11280 -1.19319 1.37040
C 8.00196 -4.32639 -4.78273
H -4.27669 -0.73963 -1.31817
H -1.01888 -0.44162 -2.21156
N 0.50014 1.58904 3.16583
C -9.73659 1.27915 0.61393
H 5.06521 -3.45329 1.30561
H -2.16856 -3.65118 1.18753
H -9.18238 3.96343 -0.79129
O -2.42971 9.20447 -1.21179
H -5.97873 7.83719 -1.33856
N -2.75102 -0.05707 0.01149
C -5.65204 8.44302 -0.48947
O 4.38943 -2.90229 -2.23028
C -1.03915 -1.52079 -2.11936
C 1.04438 3.48506 -2.08861
C 3.63062 -3.12756 -3.11970
H 1.35562 -3.12081 2.17132
H -2.90799 -2.42880 -1.71393
O -6.53942 -0.16480 -0.14131
H 4.02695 -3.87586 5.51736
H 3.28026 -3.14856 -5.86403
H 1.74925 -2.31747 -5.49937
H -1.82030 4.91209 3.09912
C -3.92422 0.15270 -0.81706
C 4.26179 -2.98011 6.08982
C -1.98588 -2.19927 -1.18726
O -11.54212 2.84922 1.08997
H -0.28550 3.83540 0.16466
H -4.90344 5.74146 1.56402
Cl -0.18949 -3.16988 4.18206
H -6.44799 6.17316 0.82112
C 8.91134 -3.97679 -3.62931
H 1.43691 -6.19128 -4.72607
H 3.57258 -2.94461 6.93351
O 5.85175 -4.90085 -5.35468
H -2.43230 -4.99081 4.38745
H -1.39804 -5.51842 3.01726
C 1.95724 -5.38821 -5.24647
C -2.34775 -1.45757 0.11537
H 2.05029 -0.05621 -2.83167
C 0.69228 5.42840 1.20980
C 1.90216 -0.12214 0.60495
O 6.23670 -7.08453 -5.74275
H -1.77748 1.61918 0.48166
C -1.28657 -1.67736 1.22795
C 4.34793 -2.72978 0.94446
H -10.31688 0.37658 0.42825
H -1.30890 6.60704 3.05560
C 0.72971 0.43791 2.98788
C -1.35707 -3.14652 1.69497
H -3.23464 -1.96160 0.49781
H 8.40344 -3.93067 -5.71940
C -4.89413 7.63712 0.54227
C 3.28828 -2.40980 1.98545
H 1.84440 -3.01680 0.47626
C 5.69238 -3.01614 6.56882
C 6.61543 -6.02342 -5.37831
O -0.09122 -1.27256 0.66350
O -12.54525 4.78738 1.65157
C 2.05472 -4.16102 -4.37217
C -1.26959 5.65629 2.53021
C -5.36563 6.20992 0.69503
O 7.83780 -3.57341 5.97142
C -3.44440 8.79858 -0.75810
H 2.46651 4.51019 -0.81427
H 3.46054 -1.46642 2.48798
H 0.91112 0.68141 -1.72463
H 2.95206 -5.75555 -5.50135
C 6.71962 -2.82707 5.47540
C 1.87402 -2.51779 1.43190
H 1.41162 -5.16451 -6.16330
H 5.84633 -2.29654 7.37738
N -0.26399 -2.22766 -2.84021
O 7.86507 -5.75372 -4.92905
O 3.21888 -2.20894 -4.02493
H 6.23686 -3.96994 -3.55212
H -4.70582 -0.43518 1.86983
H 6.99643 -1.78640 5.32472
C 2.26899 2.81442 -2.71201
C 2.55139 -2.92161 -5.08241
C 1.96309 0.44546 -1.87014
C 6.56119 -3.91325 -4.59287
C -9.67632 3.77726 0.15939
H 3.80565 1.38974 -2.24210
H 3.85263 -3.14175 0.07703
H 2.73485 0.24408 1.19506
C -2.13083 -4.80215 3.36624
F -1.67115 -0.86137 2.26258
H 1.25301 0.72949 0.43134
H 1.04854 5.47874 -1.29612
O 3.06701 -4.32401 -3.35699
H 1.86369 -1.49874 -1.07704
H -8.93630 3.80180 0.96510
C -10.49333 2.50516 0.16468
H 1.10522 -3.96675 -3.86679
C 0.72818 4.17718 0.35980
O 7.98699 -5.45691 7.19778
H 0.20626 6.22181 0.64133
H 6.40129 -3.26020 4.52352
H -1.72615 5.74263 1.54815

Output
2S+1	1
SMILES string	[H]/N=C/C[C@H](N(N)CP(=O)(O)O)[C@@](F)(C[C@@H](C)Cl)O[C@](CCCCCCCCCOC)(C[C@H](C)F)OC#N.C[C@@H]1COC(=O)O1.C[C@@H]1COC(=O)O1.C[C@@H]1COC(=O)O1.C[C@@H]1COC(=O)O1.C[C@@H]1COC(=O)O1
largest force on an atom	3.83	eV/Å
HOMO-LUMO gap	0.3375	hartree

---

The following is a quantum chemistry calculation of a single C6H9NO3 molecule, from the OMol25 dataset.

CARTESIAN COORDINATES (ANGSTROEM)
C -1.96097 -0.94855 -0.89174
O -2.65978 -2.12015 -0.34273
H -3.97325 -1.25065 1.23558
H -3.59133 -3.13025 1.37692
H -2.15191 -1.77828 1.66048
C -0.43628 -0.95699 -0.42629
C 0.71351 1.01951 -0.27901
C 2.10598 0.47836 0.04806
O 0.30674 2.09278 -0.07924
C -3.04194 -1.97924 1.00951
O 0.13613 0.07801 -1.16210
C 2.98173 1.47666 0.81968
H -0.36613 -0.83836 0.59727
H -2.23035 -0.00681 -0.55969
N 3.63797 2.20716 1.29926
H -2.11877 -1.10047 -1.96170
H 2.58157 0.12003 -0.60160
H 2.04529 -0.35124 0.95997
H -0.09776 -2.05765 -0.81071

Output
2S+1	1
SMILES string	COCCOC(=O)CC#N
largest force on an atom	16.50	eV/Å
HOMO-LUMO gap	0.3883	hartree
relative energy (zero: lowest compared OMol25 entry of this formula, charge and spin)	493.9	kJ/mol